Record 1
Below is C3H7NO2 in the gas phase at a distorted geometry, with properties calculated with ωB97M-V/def2-TZVPD.

Results
orbital gap: 0.3550 Ha
energy: -323.551648 a.u.
SMILES: C=C(C)NOO
strongest force on any atom: 3.57 eV Å⁻¹
LUMO energy: 0.03619 hartree

Geometry as XYZ:
```
13
Properties=species:S:1:pos:R:3:forces:R:3:lowdin_charge:R:1
H -2.337 -0.355 -0.993 0.7 -0.5 0.5 0.066
H -1.168 -1.889 -0.996 -0.4 1.6 0.4 0.081
O 2.528 -0.037 -0.787 -1.1 0.0 -1.2 -0.014
O 1.841 0.021 0.490 -0.7 0.0 1.4 -0.124
C -0.477 -0.140 0.027 -1.0 1.4 -0.7 -0.442
N 0.682 -0.668 0.529 0.8 -3.4 0.9 -0.053
C -1.389 -0.818 -0.660 0.2 -2.2 -1.1 0.029
C -0.845 1.256 0.452 -1.1 -1.3 0.8 -0.038
H -0.355 2.045 -0.036 0.8 1.0 -0.8 0.057
H 3.403 -0.267 -0.501 0.8 -0.3 0.4 0.069
H -0.626 1.332 1.529 -0.4 0.2 -0.3 0.092
H -1.929 1.261 0.211 0.7 0.8 0.6 0.080
H 0.671 -1.742 0.735 0.8 2.7 -0.9 0.197
```
Positions in Å, forces in eV/Å.



Record 2
Below is C3H7NO2 in the gas phase at a distorted geometry, with properties calculated with ωB97M-V/def2-TZVPD.

Results
orbital gap: 0.3526 Ha
energy: -323.729087 a.u.
SMILES: C[C@H](N)C(=O)O
strongest force on any atom: 3.15 eV Å⁻¹
LUMO energy: 0.02742 hartree

Geometry as XYZ:
```
13
Properties=species:S:1:pos:R:3:forces:R:3:lowdin_charge:R:1
C -0.297 -0.045 -0.500 2.5 1.4 0.4 -0.418
H -1.705 1.279 0.230 -0.7 0.4 0.1 0.066
H -0.654 0.579 1.475 -0.1 0.6 -0.5 0.103
H 3.016 0.259 -0.069 -0.4 0.3 -0.2 0.134
O 2.154 0.583 -0.412 -0.4 -1.4 0.9 0.093
H -0.608 0.428 -1.423 1.6 0.0 -1.2 0.132
H -2.082 -1.039 -0.178 0.8 0.1 0.0 0.100
O 1.484 -1.475 0.437 0.3 2.3 -0.7 0.086
N -1.085 -1.161 -0.366 -2.4 -2.0 -0.3 0.034
C -0.691 1.021 0.449 0.7 1.4 2.7 -0.095
H -0.065 1.964 0.448 -0.6 -1.1 -0.3 0.103
H -0.720 -1.998 0.000 0.6 -0.7 0.6 0.061
C 1.253 -0.397 -0.092 -2.0 -1.1 -1.4 -0.399
```
Positions in Å, forces in eV/Å.



Record 3
Below is C3H7NO2 in the gas phase at a distorted geometry, with properties calculated with ωB97M-V/def2-TZVPD.

Results
orbital gap: 0.3917 Ha
energy: -323.713684 a.u.
SMILES: O=CNCCO
strongest force on any atom: 3.21 eV Å⁻¹
LUMO energy: 0.02386 hartree

Geometry as XYZ:
```
13
Properties=species:S:1:pos:R:3:forces:R:3:lowdin_charge:R:1
H -0.873 -1.551 0.199 0.4 -0.1 0.1 0.122
C 0.265 0.634 2.047 0.7 -0.8 0.7 -0.399
H 0.862 -0.889 0.266 -0.2 -1.1 -0.8 0.119
O -0.038 1.381 2.944 -0.1 0.5 -0.1 0.025
H -1.186 1.018 0.687 -0.1 0.0 0.5 0.145
H -1.322 -0.036 -1.825 -0.2 -1.0 0.0 0.123
C -0.188 -0.722 -0.009 0.3 0.8 1.1 -0.153
O 0.609 -0.663 -2.429 -1.3 -0.8 0.8 -0.070
N -0.422 0.401 0.922 -1.3 -0.1 -1.2 0.002
C -0.327 -0.194 -1.416 1.9 2.3 -1.1 -0.232
H 0.015 0.847 -1.331 -0.4 0.2 0.4 0.113
H 1.186 0.004 2.113 -0.2 0.1 -0.1 0.136
H 1.418 -0.231 -2.167 0.5 0.0 -0.2 0.070
```
Positions in Å, forces in eV/Å.



Record 4
Below is 2 unconnected molecules or ions with the total composition C3H7NO2 at a distorted geometry, with properties calculated with ωB97M-V/def2-TZVPD.

Results
orbital gap: 0.3994 Ha
energy: -323.689125 a.u.
SMILES: [H]/N=C/O.CC=O
strongest force on any atom: 3.49 eV Å⁻¹
LUMO energy: 0.02652 hartree

Geometry as XYZ:
```
13
Properties=species:S:1:pos:R:3:forces:R:3:lowdin_charge:R:1
H -2.678 -0.919 0.879 0.2 -0.7 -0.3 0.049
H 4.253 0.495 -0.658 -0.8 -0.5 0.3 0.121
C -1.731 0.850 0.273 -0.3 -0.4 0.3 -0.317
C -2.062 -0.667 0.014 2.5 -0.2 -0.9 -0.067
H -2.126 1.160 1.321 0.5 -0.1 -1.3 0.124
O 3.688 -0.253 -0.349 0.6 0.3 0.1 0.010
H -2.482 -1.024 -0.975 0.1 1.1 1.1 0.084
H 1.980 -0.557 0.569 -1.2 -1.4 0.5 0.101
N 2.314 1.460 0.227 3.0 -0.5 -1.3 0.131
H -0.992 -1.234 -0.030 -2.4 1.2 0.7 0.119
O -1.097 1.621 -0.406 -0.6 -0.9 0.5 0.020
C 2.548 0.232 0.195 1.6 1.3 -0.9 -0.355
H 1.414 1.693 0.421 -3.2 0.8 1.3 -0.019
```
Positions in Å, forces in eV/Å.



What did we get for ΔE to the lowest compared entry with this formula, charge and spin? Answer: 602.08 136.21 176.65 241.13 kJ/mol, in the order shown.